Entry 1:
19
Properties=species:S:1:pos:R:3:forces:R:3:lowdin_charge:R:1 method="wB97M-V/def2-TZVPD" de_lowest_kj_mol=530.0 homo_lumo_gap_ev=8.367
C 0.74281 0.22445 -0.00859 1.05 -0.89 0.25 -0.01
C 2.52662 0.40700 -0.38992 -3.13 4.31 2.34 0.01
C 0.67829 -1.21137 -0.46920 -1.26 1.02 -0.49 -0.36
C -0.32095 0.98852 0.49445 1.75 -1.03 -1.39 -0.23
C -0.30939 -2.28916 -0.43097 -3.06 -0.21 1.88 -0.06
C -0.23353 2.47227 0.75922 -3.58 -1.55 2.85 -0.06
C -1.79740 0.54540 0.47506 1.68 -1.36 -1.84 -0.05
N 1.71221 -1.64932 -1.04545 0.12 -1.10 0.21 0.06
N 2.68525 -0.71517 -0.88998 2.98 -2.66 -3.47 -0.15
H 0.22302 -3.20711 -0.24287 0.05 -0.37 -0.37 0.07
H -0.90926 -2.13699 0.50847 0.12 -0.30 -0.91 0.08
H -1.03457 -2.41485 -1.27474 0.78 0.40 0.57 0.10
H 0.65390 2.90426 0.64926 3.70 1.67 -1.43 0.02
H -0.46780 2.81338 1.83504 0.05 -1.24 -1.02 0.12
H -1.08697 2.90697 0.25821 0.22 0.55 -0.71 0.08
H -2.33304 1.27752 0.94847 -1.47 1.68 1.52 0.03
H -2.06398 -0.42906 0.87292 0.32 -0.03 0.07 0.07
H -2.16041 0.58397 -0.57434 0.33 -0.19 0.41 0.11
H 3.49520 -1.07070 -1.47506 -0.66 1.31 1.54 0.16

Entry 2:
12
Properties=species:S:1:pos:R:3:forces:R:3:lowdin_charge:R:1 method="wB97M-V/def2-TZVPD" de_lowest_kj_mol=582.6 homo_lumo_gap_ev=9.681 smiles="O=[N+]([O-])[C@]12C[C@@H]1C2"
O 2.19548 -1.10829 0.04966 0.59 0.66 0.52 0.08
N 1.67946 0.00251 0.01791 1.07 -0.10 -0.78 -0.36
O 2.23229 1.09387 -0.06324 0.41 -0.70 0.61 0.09
C 0.30929 0.00684 -0.16018 -5.28 0.28 -0.71 -0.30
C -0.64159 1.21032 -0.13472 -0.23 -1.63 0.07 -0.02
C -1.04711 -0.06763 0.67222 2.55 0.16 -0.58 -0.04
C -0.62190 -1.17472 -0.33765 -0.97 1.43 -0.73 -0.03
H -1.34706 1.60546 -0.92279 1.18 -0.93 0.35 0.12
H -0.12039 2.00292 0.38668 -0.48 0.20 0.44 0.09
H -1.15602 -0.16997 1.75952 0.29 0.06 -0.64 0.12
H -0.21292 -2.12401 0.00836 -0.32 0.28 0.28 0.10
H -1.26955 -1.27730 -1.27577 1.18 0.30 1.17 0.13